This record from the OMol25 dataset describes a single C3H7N3S molecule. The level of theory is ωB97M-V/def2-TZVPD.

SMILES: N[C@@H]1CNNC1=S
E_HOMO: -8.4 eV
ΔE to the lowest compared entry with this formula, charge and spin: 30.4 kcal/mol
gap between HOMO and LUMO: 9.0 eV

The geometry in ORCA input format:
```
! wB97M-V def2-TZVPD RIJCOSX def2/J DEFGRID3
* xyz 0 1
N 0.28 -1.39 -0.86
C 0.18 -0.68 0.42
C -1.16 0.04 0.55
N -1.06 1.22 -0.32
N 0.29 1.53 -0.22
C 1.11 0.54 0.22
S 2.75 0.62 0.46
H -0.30 -2.22 -0.87
H 1.26 -1.63 -0.97
H 0.47 -1.28 1.26
H -1.21 0.37 1.57
H -2.00 -0.56 0.28
H -1.24 0.95 -1.28
H 0.63 2.49 -0.26
*
```